{
  "formula": "C28H23Br3N6O2ReS",
  "method": "ωB97M-V/def2-TZVPD",
  "spin_multiplicity": 4,
  "relative_energy_kj_mol": 0.00,
  "orbital_gap_ev": [5.9672, 5.1119],
  "s2": 3.780,
  "charge": 2,
  "energy_ev": -265524.0318,
  "species": ["Re", "C", "C", "C", "C", "C", "C", "Br", "C", "C", "Br", "C", "O", "C", "N", "H", "H", "H", "H", "H", "H", "Br", "C", "C", "C", "C", "C", "C", "N", "N", "C", "C", "C", "C", "O", "C", "N", "C", "C", "C", "C", "H", "H", "H", "H", "H", "H", "H", "H", "H", "C", "N", "C", "S", "N", "C", "H", "H", "H", "H", "H", "H", "H", "H"],
  "positions_angstrom": [[-1.55277, 0.27908, 0.25747], [-1.31474, 2.05757, 3.04499], [-2.10359, 0.79904, 3.20201], [-2.66409, 0.44335, 4.43541], [-3.39003, -0.71180, 4.58391], [-3.58438, -1.57507, 3.48872], [-4.30879, -2.79724, 3.49438], [-5.12954, -3.39706, 5.06969], [-4.40775, -3.54610, 2.35229], [-3.79405, -3.12846, 1.15117], [-3.93775, -4.17717, -0.38899], [-3.08816, -1.95223, 1.11055], [-2.44602, -1.45656, 0.03161], [-3.00106, -1.18700, 2.27719], [-2.27407, -0.01483, 2.15100], [-1.51402, 2.72785, 3.87700], [-1.55616, 2.57189, 2.11540], [-0.24381, 1.83439, 3.04282], [-2.51613, 1.10958, 5.27314], [-3.81789, -0.96749, 5.54478], [-4.95903, -4.47590, 2.36102], [4.85504, -3.05463, -4.70132], [5.09452, -2.11085, -3.09430], [4.53539, -0.84466, -2.95876], [4.70337, -0.14424, -1.77802], [5.44409, -0.70838, -0.74039], [6.04655, -1.94861, -0.90952], [5.85192, -2.66930, -2.07740], [5.75642, -0.07261, 0.51616], [5.01250, 0.75473, 1.05799], [3.65829, 0.98691, 0.72388], [3.24578, 2.28410, 0.51764], [1.90671, 2.59754, 0.21462], [0.96666, 1.60552, 0.21085], [-0.36908, 1.78634, -0.06256], [1.34830, 0.30087, 0.53660], [0.32180, -0.60975, 0.58642], [0.60098, -1.89842, 0.79136], [1.89958, -2.33070, 1.03022], [2.93096, -1.41425, 1.05790], [2.68359, -0.06029, 0.77354], [3.98506, -0.41070, -3.78199], [4.30286, 0.85538, -1.69461], [6.66291, -2.34349, -0.11164], [6.30055, -3.64441, -2.20460], [3.99038, 3.06862, 0.54900], [1.61998, 3.61757, -0.00784], [-0.24044, -2.57987, 0.79834], [2.08209, -3.37971, 1.21196], [3.93132, -1.74423, 1.30288], [-3.01742, 1.13008, -4.51854], [-3.13716, 1.01874, -3.05683], [-2.96912, 1.93682, -2.12013], [-3.49593, 1.50142, -0.48250], [-2.48852, 3.14751, -2.30165], [-1.95632, 3.78317, -3.51423], [-3.28731, 0.16306, -4.93094], [-2.00064, 1.36035, -4.82099], [-3.70750, 1.87428, -4.90882], [-3.56065, 0.17095, -2.71022], [-2.45800, 3.69653, -1.45698], [-2.71869, 3.88257, -4.28125], [-1.10099, 3.23274, -3.89797], [-1.62600, 4.77746, -3.23092]],
  "mulliken_charge": [1.135, -1.476, 1.214, -1.164, -0.618, 0.391, -0.181, -0.132, -0.270, -0.246, -0.088, 0.931, -0.601, 0.262, -0.292, 0.526, 0.292, 0.197, 0.497, 0.403, 0.467, -0.126, 0.114, -0.723, -0.060, -0.023, -0.091, -0.546, -0.290, -0.506, -0.209, -0.516, -0.758, 0.875, -0.510, 0.619, -0.445, -0.002, -1.178, -0.341, 0.360, 0.443, 0.505, 0.510, 0.452, 0.465, 0.531, 0.508, 0.449, 0.686, -1.000, -0.136, 0.659, -0.442, -0.129, -1.015, 0.362, 0.322, 0.343, 0.275, 0.271, 0.350, 0.345, 0.353]
}